{"formula": "C35H80N6O2P", "method": "ωB97M-V/def2-TZVPD", "species": ["P", "O", "O", "N", "N", "N", "N", "N", "N", "C", "C", "C", "C", "C", "C", "C", "C", "C", "C", "C", "C", "C", "C", "C", "C", "C", "C", "C", "C", "C", "C", "C", "C", "C", "C", "C", "C", "C", "C", "C", "C", "C", "C", "C", "H", "H", "H", "H", "H", "H", "H", "H", "H", "H", "H", "H", "H", "H", "H", "H", "H", "H", "H", "H", "H", "H", "H", "H", "H", "H", "H", "H", "H", "H", "H", "H", "H", "H", "H", "H", "H", "H", "H", "H", "H", "H", "H", "H", "H", "H", "H", "H", "H", "H", "H", "H", "H", "H", "H", "H", "H", "H", "H", "H", "H", "H", "H", "H", "H", "H", "H", "H", "H", "H", "H", "H", "H", "H", "H", "H", "H", "H", "H", "H"], "xyz": [[-0.785338, -3.419479, 0.677553], [-1.265411, -7.150391, -2.192472], [0.578370, -8.250741, -2.868939], [-0.358731, -1.070023, -0.354069], [-2.253674, -3.185383, 1.095132], [0.250854, -1.814699, -2.807741], [2.174495, -4.235937, -1.135599], [0.045828, -4.149896, -2.283840], [-0.281907, -2.412028, -0.675960], [1.948358, -0.528240, 0.294012], [-4.079153, 4.408808, 2.099383], [3.438920, 0.451327, 6.130187], [2.438855, -1.688140, -4.050122], [2.430966, -4.490367, 0.295108], [-0.561456, -8.267395, -2.496242], [-1.278201, -4.756858, -2.445432], [-1.203985, -6.098306, -3.168875], [-3.110232, 3.724598, 1.139758], [2.129098, 0.746733, 8.328944], [1.129958, -5.025068, -1.754086], [-5.226743, 8.224014, -2.453310], [5.886309, -4.673227, -3.626795], [6.357590, -6.019932, -1.466625], [-4.911176, 2.462682, -0.203769], [-2.633218, 7.915792, -0.732523], [-6.623969, 10.293481, -1.918574], [6.933011, -5.106062, -2.573157], [-5.157983, 7.680893, -1.025136], [-4.621179, 1.102969, 0.428700], [0.037751, -2.811006, -1.895613], [2.185043, 2.271574, 8.341821], [1.893748, -1.385497, 5.258590], [-4.017136, 8.241893, -0.178175], [3.443049, -2.838098, -3.876837], [5.946767, -3.180333, -3.947967], [2.212763, 0.108307, 5.287065], [-3.548099, 0.306170, -0.306685], [-0.057472, 0.047131, 1.778675], [0.961516, -2.100997, -4.061330], [4.718765, -2.685716, -4.718759], [-5.351795, 9.743030, -2.556447], [3.313754, 0.099340, 7.613317], [0.466243, -0.573769, 0.525304], [-3.719391, 3.421305, -0.228294], [-1.885977, -4.092152, -3.063633], [3.454938, -4.825298, 0.454478], [-2.494375, 6.834801, -0.818525], [-4.097742, 7.824344, 0.829393], [2.613837, -0.886485, -3.330763], [-5.256583, 2.312001, -1.231332], [3.247762, -0.986231, 7.728154], [7.737517, -5.648168, -3.067794], [-1.851679, 8.301326, -0.076430], [2.741773, -1.956242, 4.872487], [6.539848, -5.589434, -0.481475], [-1.135802, -9.185315, -2.346239], [4.238416, 0.395525, 8.116459], [-4.478865, 10.225164, -2.108047], [-0.286595, -6.164878, -3.751253], [-6.686963, 11.374062, -2.049803], [0.550059, -0.287019, 2.622216], [-1.074239, -0.316338, 1.927057], [0.859960, -3.137636, -4.378916], [2.331507, -3.560152, 0.863804], [6.827741, -7.003196, -1.470447], [-2.585585, 0.820991, -0.297719], [1.341837, 2.685269, 8.895184], [-1.819136, -4.920943, -1.506420], [6.022992, -2.631085, -3.002118], [-4.444286, 5.345273, 1.672404], [-2.477750, 8.356819, -1.717963], [2.632178, -1.254771, -5.035538], [2.948549, -3.768643, -4.170022], [-3.586104, 4.640580, 3.044117], [3.748376, -2.906449, -2.831717], [1.733678, -5.208163, 0.727841], [-5.746075, 2.929646, 0.324698], [3.653180, 1.517512, 6.023211], [-3.399155, -0.668416, 0.161097], [-0.571802, -1.237340, -2.943556], [-2.072380, -6.191474, -3.820922], [-4.341605, 7.902673, -3.009685], [1.031211, -1.584866, 4.615745], [4.658413, -3.288691, -5.629532], [2.169320, 0.529592, 0.117777], [2.193766, -1.064740, -0.623050], [-6.659145, 10.092982, -0.846789], [4.309560, -0.070528, 5.720360], [-2.939580, 3.018770, -0.882136], [-7.511137, 9.850133, -2.375133], [-5.339886, 10.017958, -3.613996], [-4.122780, 9.323839, -0.066563], [-2.729131, 2.805679, 1.597362], [0.720581, -5.799484, -1.095095], [-6.105408, 7.873499, -0.514749], [2.148423, 2.688149, 7.333795], [1.340370, 0.662742, 5.642439], [3.030775, -4.477359, -1.614260], [1.187909, 0.417642, 7.878786], [2.394773, 0.447923, 4.261283], [2.526390, -0.886217, 1.145350], [-4.941176, 3.780172, 2.325460], [-5.061637, 6.590561, -1.072843], [4.886295, -1.646900, -5.009550], [-0.084019, 1.139042, 1.742845], [-0.493789, -4.736474, 0.316821], [7.324673, -4.206987, -2.097409], [-5.546767, 0.522371, 0.439734], [6.055125, -5.241348, -4.545000], [5.281224, -6.171541, -1.573558], [-6.080754, 7.762576, -2.958829], [-2.242792, 4.374464, 0.992602], [-3.834832, 0.139585, -1.348960], [4.899558, -4.958978, -3.252542], [-4.330042, 1.227615, 1.475366], [0.476136, -1.500459, -4.831805], [1.542752, -5.570639, -2.604304], [0.152552, -3.019400, 1.632438], [-2.805489, -4.033818, 1.042408], [1.650489, -1.768331, 6.249235], [2.113003, 0.385666, 9.359649], [3.101452, 2.622741, 8.819474], [-4.038674, 4.361093, -0.689431], [6.865078, -2.980649, -4.505854]], "atomic_forces_ev_per_a": [[-1.7, -0.1, 0.5], [-0.4, -0.2, -0.4], [-0.5, 0.0, -0.1], [-1.7, -0.2, 2.3], [0.4, -0.2, 0.0], [-0.3, -1.3, -0.2], [0.2, -0.7, 0.1], [0.4, -0.1, 0.9], [2.0, -0.1, -1.6], [-0.3, -0.7, -0.1], [0.1, 0.0, 0.0], [0.0, 0.0, 0.0], [0.2, -0.2, -0.5], [-0.1, 0.6, 0.1], [0.9, 0.0, -0.1], [-0.1, -0.1, -0.7], [0.1, 0.5, 0.3], [0.0, 0.1, 0.0], [0.1, 0.1, 0.0], [0.1, 0.0, -0.2], [0.1, 0.0, 0.0], [0.4, -0.1, 0.1], [0.2, 0.1, 0.0], [0.0, 0.0, 0.0], [0.0, 0.1, 0.1], [0.1, 0.0, 0.0], [-0.6, -0.2, 0.1], [-0.1, 0.0, 0.0], [0.0, 0.0, -0.1], [-0.2, 0.4, -0.2], [-0.1, -0.1, 0.0], [-0.1, 0.1, -0.1], [0.1, -0.1, 0.0], [0.0, 0.3, -0.1], [-0.1, -0.2, 0.1], [0.0, -0.1, -0.1], [0.0, 0.0, 0.2], [-0.8, 0.5, -0.6], [0.0, 0.6, -0.5], [0.5, -0.3, 0.2], [-0.1, 0.0, 0.0], [0.0, -0.1, 0.0], [0.7, -0.1, -0.5], [0.0, 0.0, 0.0], [0.0, 0.1, 0.1], [-0.1, -0.2, 0.0], [0.0, 0.0, 0.0], [0.0, 0.0, 0.0], [-0.1, 0.0, 0.0], [0.0, 0.0, 0.0], [0.0, 0.0, 0.0], [0.2, 0.3, 0.0], [0.0, 0.0, 0.0], [0.0, 0.0, 0.0], [-0.1, -0.1, 0.1], [-0.1, 0.0, 0.3], [0.0, 0.0, 0.0], [0.0, 0.0, 0.0], [-0.1, -0.1, -0.1], [0.0, 0.0, 0.0], [0.2, 0.2, -0.1], [0.0, 0.2, 0.0], [-0.1, -0.1, 0.2], [0.0, 0.0, 0.0], [-0.1, 0.0, 0.0], [0.0, 0.0, 0.0], [0.0, 0.0, 0.0], [0.1, 0.1, 0.1], [0.0, 0.1, -0.1], [0.0, 0.0, 0.0], [0.0, 0.0, 0.0], [0.0, 0.1, 0.0], [0.0, -0.1, 0.2], [0.0, 0.0, 0.0], [-0.2, -0.1, 0.0], [0.1, -0.2, -0.1], [0.0, 0.0, 0.0], [0.0, 0.0, 0.0], [0.0, 0.0, 0.0], [0.3, 0.6, 0.5], [0.0, -0.2, 0.0], [0.0, 0.0, 0.0], [0.0, -0.1, 0.0], [-0.2, 0.2, -0.1], [0.1, 0.0, 0.2], [0.2, -0.1, 0.1], [0.0, 0.0, 0.0], [0.0, 0.0, 0.0], [0.0, 0.0, 0.0], [0.0, 0.0, 0.0], [0.0, 0.0, 0.0], [0.0, 0.0, 0.0], [0.0, 0.0, 0.0], [-0.1, 0.2, 0.1], [0.0, 0.0, 0.0], [0.0, 0.0, 0.0], [0.0, 0.0, 0.0], [0.0, 0.3, -0.2], [0.0, 0.0, 0.0], [0.0, 0.1, 0.0], [0.1, 0.1, 0.0], [0.0, 0.0, 0.0], [0.0, 0.0, 0.0], [-0.1, 0.0, 0.0], [0.2, 0.0, 0.2], [0.5, 0.1, -0.2], [0.3, 0.0, -0.1], [0.0, 0.0, 0.0], [-0.2, 0.0, 0.0], [0.0, 0.0, 0.0], [0.0, 0.0, 0.0], [0.0, 0.0, 0.0], [0.0, 0.0, 0.0], [-0.1, 0.1, -0.1], [0.0, 0.0, 0.0], [-0.2, 0.0, 0.1], [-0.1, 0.0, 0.0], [0.3, 0.2, -0.3], [-0.3, 0.2, 0.0], [0.0, 0.0, 0.0], [0.0, 0.0, 0.0], [0.0, 0.0, 0.0], [0.0, 0.0, 0.0], [0.0, 0.1, 0.0]], "fmax_ev_per_a": 2.9, "charge": 1, "orbital_gap_ev": 8.6}